Record 1
Molecular formula: C5H8N2
Method: DFT, the ωB97M-V functional and the def2-TZVPD basis

Cartesian coordinates (Å):
C: 0.804 0.501 1.770
N: 0.580 -0.053 0.599
C: 1.357 -1.231 0.447
N: 1.004 -1.811 -0.651
C: 0.032 -1.127 -1.339
C: -0.345 0.080 -0.400
C: -1.403 1.009 -0.640
H: 0.329 1.339 2.197
H: 1.405 -0.020 2.462
H: 2.053 -1.572 1.225
H: 1.525 -2.726 -0.834
H: -0.157 -1.257 -2.352
H: -2.211 0.682 0.146
H: -1.812 0.955 -1.594
H: -1.451 2.043 -0.349

Results
Charge   +2
Kohn-Sham gap (spin up / spin down)   6.37 / 6.63 eV
Structure (SMILES)   C=[N+]1C=[NH+]C=C1C
Total energy   -304.01254 Ha
E_HOMO (spin up / spin down)   -18.7 / -18.8 eV

Record 2
Molecular formula: C4H14N2O
Method: DFT, the ωB97M-V functional and the def2-TZVPD basis

Cartesian coordinates (Å):
C: 1.356 -0.607 0.453
C: -0.155 -0.851 0.425
C: -0.885 0.519 0.468
C: -1.509 0.843 1.622
N: -2.120 2.240 2.107
N: 1.867 -0.958 -0.968
H: 1.671 0.474 0.608
H: 1.843 -1.166 1.344
H: -0.368 -1.281 -0.577
H: -0.529 -1.680 1.255
H: -0.765 1.259 -0.230
H: -1.842 0.007 2.345
H: -2.211 2.957 1.302
H: -3.083 2.081 2.498
H: -1.568 2.799 2.771
H: 2.561 -1.658 -0.803
H: 1.177 -1.431 -1.622
H: 2.293 -0.283 -1.626
H: 0.139 -0.575 -3.779
H: 1.195 -1.616 -4.172
O: 0.933 -1.073 -3.423

Results
Charge   +2
Kohn-Sham gap   11.94 eV
Total energy   -344.88102 Ha
E_HOMO   -18.4 eV

Record 3
Molecular formula: C3H4ClNO
Method: DFT, the ωB97M-V functional and the def2-TZVPD basis

Cartesian coordinates (Å):
N: 0.109 0.368 -1.808
C: 0.108 0.498 -0.471
C: -0.131 -0.488 0.432
Cl: -0.439 -2.103 -0.105
C: -0.140 -0.205 1.864
O: -0.333 -1.021 2.737
H: 0.031 -0.556 -2.204
H: 0.416 1.132 -2.418
H: 0.320 1.507 -0.101
H: 0.060 0.870 2.073

Results
Kohn-Sham gap   9.29 eV
Structure (SMILES)   N/C=C(\Cl)C=O
Total energy   -706.88918 Ha
E_HOMO   -8.8 eV

Record 4
Molecular formula: C20H21N5O4S
Method: DFT, the ωB97M-V functional and the def2-TZVPD basis

Cartesian coordinates (Å):
C: 6.679 2.773 0.945
O: 6.382 1.400 0.852
C: 5.219 1.017 0.273
C: 4.994 -0.362 0.206
C: 3.842 -0.849 -0.362
C: 2.867 0.013 -0.874
C: 1.651 -0.627 -1.440
O: 1.576 -1.827 -1.627
N: 0.596 0.195 -1.696
C: -0.635 -0.334 -2.230
C: -1.840 0.191 -1.539
N: -2.943 0.501 -2.157
N: -3.846 0.900 -1.246
C: -3.274 0.833 -0.070
S: -3.988 1.263 1.455
C: -5.586 1.932 0.888
C: -6.579 0.827 0.577
O: -7.429 0.434 1.358
N: -6.470 0.345 -0.665
O: -7.287 -0.729 -1.022
N: -1.988 0.390 -0.188
C: -1.048 0.211 0.888
C: -0.443 -1.170 0.943
C: -1.139 -2.284 0.498
C: -0.558 -3.538 0.558
C: 0.714 -3.690 1.080
C: 1.404 -2.585 1.545
C: 0.831 -1.329 1.472
C: 3.102 1.381 -0.813
C: 4.262 1.882 -0.249
H: 5.936 3.306 1.546
H: 6.748 3.237 -0.045
H: 7.648 2.832 1.437
H: 5.746 -1.023 0.605
H: 3.658 -1.910 -0.425
H: 0.704 1.195 -1.672
H: -0.749 -0.111 -3.297
H: -0.568 -1.423 -2.109
H: -5.956 2.521 1.726
H: -5.391 2.557 0.019
H: -5.654 0.495 -1.266
H: -7.860 -0.852 -0.238
H: -1.593 0.410 1.819
H: -0.250 0.957 0.799
H: -2.136 -2.176 0.094
H: -1.101 -4.396 0.192
H: 1.168 -4.668 1.120
H: 2.396 -2.695 1.956
H: 1.378 -0.465 1.821
H: 2.398 2.094 -1.219
H: 4.410 2.951 -0.225

Results
Kohn-Sham gap   9.09 eV
Structure (SMILES)   COc1ccc(C(=O)NCc2nnc(SCC(=O)NO)n2Cc2ccccc2)cc1
Total energy   -1747.64178 Ha
E_HOMO   -8.8 eV

Record 5
Molecular formula: C21H61NO10
Method: DFT, the ωB97M-V functional and the def2-TZVPD basis

Cartesian coordinates (Å):
C: 1.464 -0.952 -1.522
C: 2.484 -1.422 -0.454
C: 1.654 -1.733 0.796
C: 3.002 -2.825 -0.841
C: 4.018 -2.760 -1.992
C: 5.179 -1.832 -1.679
C: 4.734 -0.465 -1.148
C: 5.930 0.092 -0.357
C: 4.471 0.497 -2.318
N: 3.621 -0.576 -0.150
O: 3.244 0.704 0.302
H: 0.535 -1.518 -1.543
H: 1.211 0.105 -1.416
H: 1.942 -1.064 -2.500
H: 2.309 -1.888 1.665
H: 0.960 -0.975 1.182
H: 1.033 -2.629 0.761
H: 3.606 -3.257 -0.037
H: 2.230 -3.506 -1.193
H: 4.391 -3.702 -2.401
H: 3.421 -2.406 -2.847
H: 5.784 -1.762 -2.583
H: 5.789 -2.285 -0.892
H: 6.785 0.078 -1.029
H: 6.131 -0.438 0.576
H: 5.693 1.109 -0.033
H: 5.295 0.666 -3.015
H: 4.025 1.421 -1.965
H: 3.804 -0.021 -3.022
H: 3.548 0.691 1.216
C: -1.670 0.404 1.143
C: -2.357 1.506 0.365
C: -1.951 1.484 -1.076
O: -3.772 1.319 0.492
H: -0.605 0.195 1.056
H: -2.178 -0.561 1.002
H: -1.872 0.553 2.209
H: -1.995 2.438 0.806
H: -0.891 1.294 -1.240
H: -2.264 2.386 -1.611
H: -2.439 0.691 -1.658
H: -3.903 0.393 0.194
C: -1.254 2.928 5.549
C: -1.625 1.587 6.187
C: -2.258 0.652 5.122
O: -0.441 0.974 6.682
H: -0.591 2.746 4.705
H: -0.899 3.540 6.380
H: -2.131 3.453 5.168
H: -2.266 1.805 7.053
H: -3.161 1.124 4.735
H: -2.428 -0.326 5.576
H: -1.529 0.523 4.324
H: -0.739 0.195 7.165
C: 1.621 4.308 0.451
C: 1.197 3.549 -0.794
C: 0.509 4.592 -1.684
O: 2.330 2.966 -1.410
H: 2.317 3.826 1.146
H: 0.722 4.611 1.001
H: 2.141 5.255 0.266
H: 0.522 2.741 -0.496
H: 0.218 4.053 -2.593
H: 1.211 5.375 -1.975
H: -0.352 5.104 -1.263
H: 2.473 2.110 -0.989
C: -2.474 -4.841 -0.670
C: -1.112 -4.226 -0.325
C: 0.073 -4.976 -0.911
O: -1.115 -2.885 -0.864
H: -2.482 -5.345 -1.634
H: -3.231 -4.055 -0.661
H: -2.805 -5.497 0.139
H: -1.034 -4.218 0.764
H: 0.562 -5.605 -0.166
H: 0.847 -4.314 -1.299
H: -0.241 -5.579 -1.766
H: -1.021 -2.235 -0.163
O: -4.686 -1.068 -0.673
H: -4.541 -0.913 -1.620
H: -5.566 -1.458 -0.631
O: -2.175 -1.797 -3.505
H: -1.980 -1.996 -2.575
H: -1.933 -2.601 -3.976
O: -4.827 3.721 1.588
H: -4.651 2.816 1.276
H: -4.643 4.279 0.826
O: -5.168 2.621 -1.873
H: -5.944 2.070 -1.740
H: -4.499 2.244 -1.282
O: -4.734 -0.479 -3.674
H: -3.783 -0.696 -3.579
H: -4.819 -0.102 -4.554

Results
Kohn-Sham gap   9.29 eV
Structure (SMILES)   CC1(C)CCCC(C)(C)N1O.CC(C)O.CC(C)O.CC(C)O.CC(C)O.O.O.O.O.O
Total energy   -1643.78792 Ha
E_HOMO   -9.0 eV

Record 6
Molecular formula: C29H35N7OP2SV
Method: DFT, the ωB97M-V functional and the def2-TZVPD basis

Cartesian coordinates (Å):
V: 0.807 -0.723 1.105
N: 3.362 -3.886 2.940
C: 2.348 -3.064 2.588
S: 2.731 -1.381 2.431
N: 1.169 -3.521 2.383
N: 0.276 -2.567 1.879
C: -0.927 -3.000 1.860
C: -2.159 -2.353 1.416
C: -3.343 -3.078 1.385
C: -4.505 -2.487 0.947
C: -4.530 -1.138 0.610
C: -3.373 -0.395 0.640
C: -2.175 -0.999 1.012
O: -1.056 -0.288 0.986
H: 4.231 -3.489 3.242
H: 3.156 -4.813 3.242
H: -1.069 -4.016 2.233
H: -3.298 -4.110 1.740
H: -5.435 -3.021 1.004
H: -5.457 -0.643 0.355
H: -3.334 0.654 0.349
C: 1.139 0.542 4.937
P: 0.233 0.568 3.388
C: -1.451 0.243 3.969
C: 0.322 2.324 2.831
C: 1.690 2.617 2.178
P: 1.959 1.565 0.690
C: 1.272 2.529 -0.705
C: 3.738 1.592 0.322
H: 0.630 1.119 5.703
H: 2.160 0.936 4.801
H: 1.247 -0.485 5.313
H: -1.695 0.775 4.898
H: -1.521 -0.844 4.111
H: -2.190 0.536 3.236
H: 0.130 3.009 3.638
H: -0.450 2.416 2.068
H: 2.481 2.408 2.912
H: 1.785 3.662 1.864
H: 1.861 3.423 -0.930
H: 0.230 2.828 -0.524
H: 1.279 1.870 -1.572
H: 4.131 2.611 0.371
H: 3.874 1.188 -0.672
H: 4.219 0.942 1.050
C: 3.383 -3.878 -2.011
C: 2.061 -4.137 -1.654
C: 1.400 -3.194 -0.886
N: 1.970 -2.062 -0.430
C: 3.259 -1.857 -0.759
C: 3.986 -2.701 -1.572
H: 3.938 -4.608 -2.588
H: 1.570 -5.043 -1.951
H: 0.366 -3.335 -0.665
H: 3.722 -0.985 -0.313
H: 5.014 -2.454 -1.821
N: -4.751 6.070 -5.580
C: -4.127 5.215 -5.122
C: -3.312 4.152 -4.572
C: -2.463 3.480 -5.438
C: -1.684 2.432 -4.945
C: -1.751 2.106 -3.609
C: -2.597 2.786 -2.737
C: -3.388 3.816 -3.225
N: -0.922 1.059 -3.084
C: 0.095 0.405 -3.752
C: 0.666 -0.435 -2.841
N: 0.034 -0.316 -1.629
C: -0.923 0.564 -1.821
H: -2.457 3.766 -6.477
H: -1.016 1.891 -5.616
H: -2.667 2.529 -1.698
H: -4.063 4.351 -2.571
H: 0.300 0.595 -4.785
H: 1.493 -1.117 -3.004
H: -1.627 0.850 -1.069

Results
Charge   +1
Multiplicity   3
Kohn-Sham gap (spin up / spin down)   7.39 / 7.64 eV
Total energy   -3609.42592 Ha
E_HOMO (spin up / spin down)   -10.0 / -10.2 eV

Record 7
Molecular formula: C9H12N5O
Method: DFT, the ωB97M-V functional and the def2-TZVPD basis

Cartesian coordinates (Å):
C: 1.679 -0.213 3.109
C: 2.008 0.424 1.996
C: 3.207 0.107 1.169
C: 1.134 1.539 1.444
C: 0.179 0.925 0.467
N: 0.657 0.619 -0.761
N: 0.049 0.031 -1.688
C: -1.236 -0.408 -1.649
N: -1.756 -1.016 -2.698
C: -1.034 -1.256 -3.924
N: -1.939 -0.184 -0.534
N: -3.149 -0.340 -0.057
C: -3.220 0.135 1.127
O: -2.076 0.681 1.621
C: -1.103 0.618 0.776
H: 0.804 0.040 3.684
H: 2.296 -0.998 3.507
H: 2.919 -0.037 0.128
H: 3.909 0.939 1.202
H: 3.711 -0.782 1.532
H: 0.587 2.035 2.243
H: 1.752 2.262 0.911
H: -2.725 -1.307 -2.651
H: 0.022 -1.066 -3.755
H: -1.182 -2.288 -4.237
H: -1.398 -0.593 -4.710
H: -4.097 0.134 1.744

Results
Charge   +1
Kohn-Sham gap   7.48 eV
Structure (SMILES)   C=C(C)Cc1nn/c(=[NH+]\C)n2ncoc12
Total energy   -698.78265 Ha
E_HOMO   -12.5 eV

Record 8
Molecular formula: CH3Br3Si
Method: DFT, the ωB97M-V functional and the def2-TZVPD basis

Cartesian coordinates (Å):
C: -0.796 0.517 0.263
Si: 0.620 -0.745 -0.091
Br: 0.529 2.727 -0.360
Br: 0.046 -1.509 -2.165
Br: 0.328 -2.408 1.299
H: -1.433 0.778 -0.474
H: -1.181 0.731 1.327
H: 1.887 -0.090 0.201

Results
Kohn-Sham gap   8.08 eV
Total energy   -8051.45960 Ha
E_HOMO   -10.1 eV

Record 9
Molecular formula: C4H8N2
Method: DFT, the ωB97M-V functional and the def2-TZVPD basis

Cartesian coordinates (Å):
C: 0.177 0.588 0.257
C: -0.242 1.406 -1.034
C: -1.631 -1.284 0.270
C: -0.368 -0.599 0.762
N: 4.182 0.115 0.777
N: 3.533 0.959 0.525
H: -1.235 1.325 -1.480
H: 0.526 0.965 -1.769
H: -0.050 2.486 -1.070
H: -2.193 -0.428 0.090
H: -2.118 -1.802 1.055
H: -1.618 -1.910 -0.559
H: 0.376 -1.328 0.971
H: -0.566 -0.232 1.771

Results
Kohn-Sham gap (spin up / spin down)   8.05 / 8.05 eV
Total energy   -266.58744 Ha
E_HOMO (spin up / spin down)   -7.5 / -7.5 eV

Record 10
Molecular formula: CH5BS
Method: DFT, the ωB97M-V functional and the def2-TZVPD basis

Cartesian coordinates (Å):
B: 0.201 0.409 -0.021
C: -0.879 -0.705 0.189
S: 1.896 0.017 0.243
H: -0.676 2.348 -0.612
H: -0.344 -1.311 0.875
H: -0.873 -1.251 -0.696
H: -1.907 -0.384 0.608
H: 2.582 0.878 -0.586

Results
Kohn-Sham gap   8.89 eV
Total energy   -464.01130 Ha
E_HOMO   -8.7 eV

Record 11
Molecular formula: C17H18N8O3RhS
Method: DFT, the ωB97M-V functional and the def2-TZVPD basis

Cartesian coordinates (Å):
Rh: -0.596 0.464 -2.506
O: 1.491 0.902 -3.007
N: 1.853 2.146 -2.907
C: 3.211 2.423 -3.176
C: 3.640 3.692 -3.206
C: 2.730 4.799 -3.045
C: 1.377 4.523 -2.995
C: 0.863 3.236 -2.978
S: -0.792 2.846 -3.043
H: 3.817 1.542 -3.311
H: 4.693 3.869 -3.381
H: 3.096 5.813 -3.063
H: 0.651 5.325 -2.982
N: -3.029 0.282 -2.635
N: -3.279 -1.008 -2.128
C: -2.268 -1.988 -2.319
O: -2.570 -3.151 -2.157
O: -1.097 -1.524 -2.617
H: -3.522 0.972 -2.083
H: -3.309 0.381 -3.607
H: -4.203 -1.382 -2.293
C: 1.857 0.300 0.161
C: 0.437 0.504 0.555
N: -0.573 0.693 -0.267
C: -1.703 0.835 0.507
C: -1.369 0.734 1.814
N: -0.005 0.527 1.838
C: 0.760 0.223 3.027
N: 0.202 -0.918 3.695
N: -0.197 -0.820 4.987
N: -0.698 -1.930 5.361
C: -0.659 -2.811 4.298
C: -1.114 -4.129 4.191
C: -0.985 -4.737 2.966
C: -0.420 -4.061 1.862
C: 0.042 -2.769 1.954
C: -0.086 -2.161 3.208
H: 1.909 0.104 -0.907
H: 2.307 -0.543 0.687
H: 2.454 1.191 0.369
H: -2.675 0.977 0.071
H: -1.956 0.758 2.716
H: 0.733 1.043 3.742
H: 1.790 0.037 2.729
H: -1.560 -4.631 5.039
H: -1.334 -5.751 2.830
H: -0.364 -4.571 0.910
H: 0.451 -2.258 1.093

Results
Multiplicity   6
Kohn-Sham gap (spin up / spin down)   5.95 / 6.06 eV
Total energy   -1830.95117 Ha
E_HOMO (spin up / spin down)   -5.6 / -8.3 eV

Record 12
Molecular formula: C6H9I
Method: DFT, the ωB97M-V functional and the def2-TZVPD basis

Cartesian coordinates (Å):
C: -0.879 -1.298 0.525
C: -0.801 -0.626 -1.403
C: 0.075 -1.323 -0.740
C: -1.784 -0.671 -0.200
C: 0.115 1.536 0.912
C: 1.489 -1.978 -0.927
I: -3.765 -0.101 0.179
H: -0.705 -1.386 1.546
H: 0.425 1.841 -0.113
H: -0.858 -0.330 -2.495
H: 0.427 2.339 1.481
H: 0.665 0.675 1.284
H: -0.957 1.559 0.998
H: 1.464 -2.983 -1.134
H: 1.968 -1.935 -0.034
H: 2.161 -1.507 -1.692

Results
Kohn-Sham gap   8.20 eV
Total energy   -531.53858 Ha
E_HOMO   -7.8 eV

Values of ΔE to the lowest compared entry with this formula, charge and spin, in order: 141.4 180.9 32.9 57.9 0.0 0.0 317.3 199.5 353.3 323.8 0.0 302.2, all in kJ/mol.
Values of max |F|, in order: 7.39 4.68 1.04 1.23 2.57 1.32 6.71 4.75 4.56 3.51 0.27 4.31, all in eV/A.